[1]
48
Properties=species:S:1:pos:R:3:forces:R:3 method="wB97M-V/def2-TZVPD" spin_multiplicity=2 total_charge=-1 relative_energy_ev=0.0000 homo_energy_ev="0.44 / -6.79"
C -16.560898 -9.523311 6.100016 -0.4 1.3 -1.3
C -16.071234 -10.786973 5.468722 -0.7 -3.4 4.0
O -16.244293 -11.900738 6.018140 -1.0 1.4 0.1
N -15.234522 -10.784762 4.487238 2.2 1.5 -2.6
C -14.322864 -11.894431 4.136868 -1.4 0.8 -0.9
H -15.849343 -9.140711 6.831725 -0.3 -0.8 0.8
H -17.618360 -9.583396 6.357461 0.4 -0.2 0.7
H -16.509942 -8.647496 5.453144 -0.1 -0.1 -0.8
H -15.116700 -9.876729 4.060993 0.5 -0.2 -0.3
H -14.771804 -12.837662 4.448124 0.2 0.3 0.2
H -13.309664 -11.737269 4.506753 -0.2 -0.1 0.1
H -14.365289 -11.849966 3.048601 0.6 -0.4 -0.1
C -16.350613 -7.666719 14.572533 -0.7 1.0 -0.2
C -16.507447 -7.352762 13.050447 0.2 -0.7 0.9
O -17.205583 -8.055956 12.346377 -0.1 -0.1 0.2
N -15.815915 -6.301845 12.569082 0.4 0.9 -0.3
C -15.522064 -6.212040 11.157062 0.6 -0.5 -1.6
H -17.368529 -7.734120 14.956488 -0.1 -0.9 -0.1
H -15.996242 -6.865113 15.220569 0.7 0.4 -0.5
H -15.732982 -8.543558 14.766927 -0.4 -0.1 -0.2
H -15.064504 -5.921745 13.126771 -0.3 -0.1 0.3
H -16.252106 -6.618836 10.457311 -0.4 -0.3 0.8
H -14.610490 -6.777319 10.963142 0.2 -0.2 -0.1
H -15.328229 -5.251010 10.680661 -0.1 0.6 1.0
C -15.112988 -5.200856 5.829788 1.4 -0.9 0.1
C -13.781382 -5.484188 6.510061 0.7 -0.4 2.7
O -13.141296 -6.552954 6.417278 -0.8 1.3 -0.5
N -13.433012 -4.524807 7.436601 1.4 -1.3 0.2
C -12.339828 -4.626155 8.485747 -1.2 0.1 -0.8
H -15.672547 -4.428605 6.357642 0.0 0.2 -0.4
H -15.623181 -6.161447 5.900917 -0.3 0.1 -0.3
H -14.807024 -5.009017 4.801351 -0.7 0.3 -0.2
H -14.082866 -3.781111 7.648078 -0.3 0.1 -0.1
H -11.800741 -3.680651 8.426475 0.2 -0.2 0.2
H -11.668311 -5.483434 8.438543 -0.1 0.1 -0.9
H -12.800270 -4.751157 9.465775 -0.2 0.4 0.1
C -13.339277 -9.184191 9.825477 1.2 0.5 0.8
C -12.799202 -10.108995 8.803309 -0.7 -1.5 0.3
O -12.612413 -11.290072 9.099367 0.2 0.4 -0.9
N -12.604542 -9.517987 7.625037 0.5 1.3 -1.5
C -12.136536 -10.108226 6.408832 0.4 -1.4 -0.4
H -14.409743 -8.982115 9.788460 0.1 -0.4 0.2
H -12.791396 -8.246184 9.735557 -0.3 0.4 0.0
H -12.927070 -9.675970 10.706579 -0.9 0.4 0.6
H -12.643378 -8.508731 7.627919 -0.3 0.1 -0.1
H -12.716291 -9.923662 5.504445 -0.7 0.3 0.5
H -12.122764 -11.182387 6.593451 0.0 -0.1 -0.2
H -11.140988 -9.838278 6.056533 0.4 0.3 0.7

***

[2]
14
Properties=species:S:1:pos:R:3:forces:R:3 method="wB97M-V/def2-TZVPD" smiles="C1=N[C@H]2C[C@H]2CO1" total_charge=0 relative_energy_ev=3.2788 homo_energy_ev=-8.99
C -0.199883 0.079067 1.786428 -0.2 0.1 0.0
N -0.984118 0.797413 1.105757 -0.1 -0.4 0.2
C -0.952576 0.706474 -0.329829 -0.3 0.3 -0.1
C 0.327227 1.125400 -0.913755 0.3 0.7 0.5
C -0.176499 -0.416565 -0.940913 1.1 0.7 1.0
C 0.420282 -1.405730 0.044654 0.2 0.2 -0.4
O 0.671309 -0.858353 1.355673 0.0 0.0 0.0
H -0.158714 0.187697 2.871472 0.0 0.0 -0.2
H -1.862255 1.056909 -0.794034 -0.1 0.1 0.1
H 1.192628 1.349505 -0.318919 -0.1 0.4 0.5
H 0.257084 1.676142 -1.864668 0.3 -0.6 0.3
H 0.308450 -0.247369 -1.878361 -1.1 -1.9 -1.7
H 1.382435 -1.763239 -0.321739 0.0 0.0 0.1
H -0.225370 -2.287351 0.198235 0.0 0.4 -0.2

***

[3]
124
Properties=species:S:1:pos:R:3:forces:R:3 method="wB97M-V/def2-TZVPD" total_charge=-1 homo_energy_ev=-8.41
As -34.819437 -8.032117 -6.075344 0.0 -0.6 -0.4
F -34.345579 -7.487501 -7.723772 -0.5 -0.6 1.2
F -35.876191 -9.332420 -6.736478 1.2 1.0 0.6
F -35.174936 -8.650100 -4.390313 0.0 1.0 -1.8
F -33.781258 -6.786383 -5.412945 -0.8 -0.1 0.0
F -36.238872 -6.950274 -6.196400 1.2 -0.8 0.7
F -33.380833 -9.068270 -6.054015 -0.9 0.1 -0.2
C -35.873449 -14.238012 -3.825824 0.1 0.1 0.1
C -34.550324 -13.910246 -3.733745 1.1 -0.5 0.7
C -33.664171 -14.767800 -3.064976 -0.2 -1.8 0.2
C -34.131956 -16.009324 -2.450784 -0.4 2.9 -1.7
C -35.505656 -16.272809 -2.547015 1.5 -0.8 0.0
C -36.320998 -15.417525 -3.269768 -0.9 -0.1 -0.3
N -33.157152 -16.909793 -1.794523 -0.2 -0.3 1.5
O -33.554374 -17.982954 -1.290142 0.4 1.7 -1.3
O -32.021817 -16.472344 -1.661382 -0.8 -0.6 -0.4
H -36.462276 -13.527303 -4.386690 -0.6 -0.4 0.0
H -34.263977 -13.000954 -4.241279 0.6 0.0 0.2
H -32.597457 -14.613345 -3.133324 0.0 0.2 0.3
H -35.800412 -17.235582 -2.156383 -0.5 0.1 0.1
H -37.343275 -15.666480 -3.513439 -0.2 -0.3 0.5
C -27.448335 -6.968155 -7.805442 -0.1 0.4 0.1
C -26.205770 -7.143207 -8.384915 -0.5 -0.8 -0.7
C -26.112509 -7.911919 -9.558592 1.4 0.5 0.9
C -27.224336 -8.512509 -10.070284 -0.9 0.0 -0.6
C -28.472848 -8.230809 -9.542522 -1.0 -0.3 -0.2
C -28.605283 -7.445290 -8.424794 0.8 -0.1 0.7
N -27.156902 -9.413083 -11.237908 0.2 -1.3 -2.0
O -26.076404 -9.651966 -11.766393 0.2 0.8 1.1
O -28.165510 -9.935452 -11.709622 -0.1 1.0 1.3
H -27.532153 -6.439243 -6.867548 0.0 0.1 0.1
H -25.290309 -6.796576 -7.928646 -0.1 0.2 0.0
H -25.112241 -8.014909 -9.952624 -0.2 -0.4 -0.4
H -29.380560 -8.633103 -9.967519 0.2 -0.2 -0.3
H -29.560904 -7.303424 -7.942009 -0.1 0.1 -0.2
C -39.984648 -8.693275 -3.718355 0.4 -0.9 -0.1
C -40.020078 -7.338507 -3.502017 0.2 0.7 -0.1
C -41.186774 -6.660409 -3.729336 -2.0 0.1 -0.1
C -42.370092 -7.376442 -4.089846 2.1 1.5 1.2
C -42.296837 -8.714944 -4.303634 -1.3 -0.7 -0.5
C -41.109747 -9.378380 -4.127209 0.8 -0.3 -0.1
N -43.669990 -6.694806 -4.152704 0.1 -2.1 -1.7
O -43.680990 -5.513343 -4.304214 -0.1 1.7 0.5
O -44.648562 -7.428996 -4.252221 0.1 0.5 0.6
H -39.077773 -9.273961 -3.635991 0.2 0.2 0.2
H -39.161549 -6.764998 -3.185117 0.2 -0.2 -0.1
H -41.234437 -5.588310 -3.607883 -0.1 0.0 0.1
H -43.205462 -9.184015 -4.651149 0.1 -0.4 0.1
H -40.964932 -10.430071 -4.325534 -0.5 -0.1 -0.1
C -43.556333 -8.516304 -13.649923 -0.2 0.0 1.0
C -43.297421 -7.307080 -12.647280 0.2 -1.0 -1.7
O -42.895168 -7.761842 -11.343485 -4.1 0.4 -1.0
C -41.695803 -7.749388 -10.980273 5.9 -2.6 0.9
O -40.680732 -7.475810 -11.614173 -1.6 0.5 0.7
O -41.624721 -8.445736 -9.785730 -3.7 1.4 -2.4
C -40.485669 -8.830545 -9.190052 2.8 0.3 1.7
H -43.724123 -8.275885 -14.699756 0.1 0.8 0.2
H -44.470801 -9.022151 -13.340121 0.0 -0.1 0.2
H -42.787967 -9.288380 -13.689900 0.3 0.3 0.4
H -44.256522 -6.804635 -12.521704 0.3 0.2 0.2
H -42.523775 -6.654315 -13.051580 -0.1 0.1 0.2
H -39.639273 -9.128195 -9.809018 -0.4 -0.2 -0.6
H -40.749936 -9.631912 -8.500067 0.1 0.0 -0.1
H -40.102491 -7.983773 -8.620606 0.2 -0.1 0.4
C -30.003503 -8.834606 -2.954123 -0.4 -0.7 -0.8
C -30.784327 -10.008621 -2.396767 0.7 1.9 2.0
O -30.330514 -11.265999 -2.796457 0.8 -1.7 -0.5
C -29.242407 -11.903995 -2.272380 0.1 0.9 0.1
O -28.586489 -11.610535 -1.272740 -1.5 -0.7 -2.2
O -29.005652 -12.939874 -3.142747 -1.0 2.1 1.1
C -27.955982 -13.792726 -2.813014 1.0 -0.3 0.7
H -30.550035 -7.955345 -2.613113 0.5 0.2 0.1
H -30.089128 -8.850829 -4.040634 0.3 0.1 -0.1
H -28.963502 -8.899522 -2.634302 0.0 0.4 0.0
H -31.838608 -9.805496 -2.584747 0.0 -1.0 -0.4
H -30.634711 -9.889890 -1.323635 -0.3 -0.5 0.3
H -27.881204 -13.964783 -1.739274 -0.8 -0.7 0.1
H -26.971706 -13.340151 -2.933324 0.0 0.2 -1.0
H -28.145170 -14.649977 -3.459084 0.5 -0.2 0.5
C -30.420126 -13.524701 -8.155441 0.8 -0.7 -1.1
C -30.247333 -14.897728 -7.494354 1.1 1.7 0.5
O -31.517159 -15.393724 -7.308690 -2.2 -2.1 0.9
C -31.698524 -16.457462 -6.480062 -0.9 -0.9 -1.1
O -30.930659 -16.930033 -5.686017 -0.3 0.5 -0.3
O -32.926398 -16.982487 -6.824934 0.8 1.9 -0.3
C -33.462809 -18.146404 -6.255293 0.4 -0.5 0.7
H -29.417606 -13.210050 -8.445308 0.2 0.6 0.6
H -30.997347 -12.798186 -7.583512 0.4 -0.1 0.2
H -30.859129 -13.569829 -9.152106 -0.6 -0.5 0.1
H -29.774926 -14.756954 -6.522181 0.2 0.0 0.1
H -29.611499 -15.596430 -8.038072 -0.1 0.0 -0.4
H -32.718506 -18.940383 -6.316268 -0.2 -0.2 0.0
H -34.382512 -18.384302 -6.789755 0.3 0.0 -0.3
H -33.759328 -18.027830 -5.213116 0.2 0.2 0.2
C -31.289422 -9.894638 -15.313001 -2.2 1.6 -0.1
C -32.374447 -9.332808 -14.349241 2.0 -1.8 2.1
O -33.113590 -8.289991 -14.880438 -0.3 0.6 -0.8
C -34.238874 -7.821547 -14.314386 -0.2 -2.5 0.5
O -34.886400 -7.034655 -14.917429 -0.8 1.0 0.5
O -34.558681 -8.534128 -13.166244 0.9 1.0 -1.1
C -35.766613 -8.214092 -12.453139 0.4 1.3 -0.5
H -30.925397 -10.880862 -15.025015 0.2 0.4 0.2
H -30.574457 -9.075520 -15.390304 0.5 -0.6 -0.3
H -31.867316 -9.964020 -16.234592 0.5 -0.3 -0.5
H -31.827960 -8.955395 -13.484940 -0.1 0.1 0.3
H -32.956058 -10.161634 -13.945683 -0.5 0.2 -0.3
H -35.955628 -7.143028 -12.525209 -0.1 0.1 -0.3
H -35.556673 -8.359679 -11.393500 -0.3 -0.8 -0.2
H -36.599254 -8.724657 -12.936996 0.0 -0.3 0.6
C -37.844972 -1.462459 -5.016114 -0.4 -0.7 0.8
C -38.435810 -0.761234 -3.788474 0.5 1.0 -1.6
O -37.376945 -0.115164 -3.066864 1.4 0.0 1.7
C -37.123397 1.189131 -3.146192 -0.2 0.9 -0.7
O -37.799623 1.932221 -3.815039 0.4 0.5 0.3
O -36.007687 1.560960 -2.422989 -0.1 -1.4 -0.1
C -35.558834 2.934908 -2.370008 -2.2 0.6 -1.0
H -37.108875 -2.172412 -4.638995 -0.1 -0.3 -0.2
H -37.358957 -0.909667 -5.820044 -0.3 0.6 0.4
H -38.707133 -1.982716 -5.433370 0.2 -0.4 -0.3
H -38.904518 -1.503838 -3.142751 0.3 0.2 0.2
H -39.171202 -0.030484 -4.125075 0.0 0.1 0.3
H -36.278739 3.477416 -1.757211 0.2 0.1 0.3
H -35.689967 3.387576 -3.352857 0.2 -0.1 -0.2
H -34.546250 3.146214 -2.026301 -0.1 -1.2 0.1